ORCA calculation (ωB97M-V/def2-TZVPD) on 4 unconnected molecules or ions with the total composition C29H50IO13S4 at a distorted geometry.

lowest unoccupied orbital energy = 1.560 eV
HOMO energy = -4.7 eV
orbital gap = 0.232 Ha
ΔE to the lowest compared entry with this formula, charge and spin = 538.1 kJ/mol
total energy = -108936.870 eV

The geometry in ORCA input format:
```
! RIJCOSX wB97M-V def2-TZVPD def2/J DEFGRID3
* xyz -1 1
C -2.48148 -2.55075 4.12707
C -1.68590 -2.08657 3.03978
C -2.05515 -2.18057 1.49070
C -2.90999 -0.94695 0.91394
C -3.94200 -0.28144 1.94367
C -4.34148 1.17538 1.31290
C -5.82762 1.22364 0.70231
C -6.32232 -0.13518 -0.00123
C -7.13011 0.21811 -1.36302
C -8.52500 -0.56177 -1.51800
C -9.49153 -0.40505 -0.21283
O -9.37358 -1.66246 0.51715
C -10.40511 -1.81561 1.48157
C -10.74586 -3.34526 1.88677
O -10.98466 -0.82078 2.00955
C -2.66894 -3.64360 1.19967
I -4.84205 -3.73213 1.07508
C -2.08301 -4.35730 -0.14014
C -1.74590 -3.32043 -1.31424
C -1.48351 -4.20521 -2.66120
O -1.46308 -3.60522 -3.78807
O -1.30711 -5.58081 -2.52176
O -0.61469 -2.43693 -1.04952
S -0.40261 -2.13344 0.57727
O 0.52661 -3.16796 1.19414
O 0.29480 -0.79188 0.76535
H -2.71385 -1.86444 5.01730
H -2.85694 -3.64186 4.11174
H -0.69432 -1.54899 3.29653
H -3.40740 -1.30679 -0.05520
H -2.17193 -0.11589 0.58903
H -3.48038 -0.03141 2.97207
H -4.86655 -0.92292 2.17278
H -3.56541 1.55440 0.55916
H -4.32362 1.94158 2.18277
H -6.61485 1.61566 1.45651
H -5.80643 2.02872 -0.13260
H -6.97229 -0.69617 0.76975
H -5.48926 -0.85402 -0.30032
H -6.45221 -0.12090 -2.23897
H -7.34362 1.33594 -1.48701
H -9.06554 -0.10211 -2.42469
H -8.35505 -1.68768 -1.72609
H -10.55746 -0.11140 -0.48818
H -8.99023 0.41380 0.43545
H -11.27716 -3.35943 2.89379
H -11.37103 -3.84166 1.06428
H -9.76078 -3.91716 1.96875
H -2.35728 -4.33348 2.07366
H -2.79934 -5.19987 -0.45100
H -1.08279 -4.86897 0.13633
H -2.69121 -2.69796 -1.55818
C 2.26483 3.48890 -1.94390
C 2.44351 2.02716 -1.53091
C 1.13080 1.56434 -0.89690
S -0.16055 2.55334 -1.64261
O -0.74630 3.39390 -0.62105
O -0.96404 1.71777 -2.50660
C 0.91773 3.55658 -2.65105
H 3.07456 3.82863 -2.59084
H 2.25321 4.12475 -1.05376
H 2.65760 1.42145 -2.41819
H 3.28031 1.90240 -0.83917
H 0.93883 0.51012 -1.09411
H 1.11877 1.74905 0.17822
H 0.52222 4.56938 -2.72602
H 0.96944 3.09839 -3.64143
C 7.76228 2.93288 -1.80212
C 8.20084 4.21940 -1.09966
C 7.22036 5.32151 -1.50639
S 5.67137 4.50211 -1.86826
O 5.38540 4.66012 -3.27672
O 4.70789 4.83244 -0.84298
C 6.25714 2.84047 -1.59336
H 8.27646 2.05708 -1.40202
H 7.98936 3.00025 -2.87150
H 8.16191 4.07328 -0.01520
H 9.22751 4.49081 -1.35692
H 7.06890 6.04263 -0.70240
H 7.54950 5.83660 -2.41069
H 5.76886 2.15428 -2.28522
H 6.01911 2.56864 -0.56275
C 8.43964 -2.25659 1.02972
C 9.85122 -1.69117 0.85911
C 9.72524 -0.17109 0.74025
S 8.24564 0.27984 1.64067
O 7.27730 0.80176 0.70307
O 8.61727 0.99266 2.84184
C 7.76806 -1.38169 2.07992
H 8.45686 -3.30525 1.33310
H 7.89690 -2.18735 0.08142
H 10.45334 -1.94332 1.73817
H 10.35329 -2.11432 -0.01391
H 10.58399 0.33974 1.17724
H 9.59670 0.13959 -0.29827
H 6.68167 -1.46861 2.08089
H 8.16327 -1.58969 3.07672
*
```

---

ORCA calculation (ωB97M-V/def2-TZVPD) on 3 unconnected molecules or ions with the total composition C29H50NO11P2Si at a distorted geometry.

lowest unoccupied orbital energy = 1.917 eV
HOMO energy = -4.3 eV
orbital gap = 0.227 Ha
total energy = -81356.234 eV

The geometry in ORCA input format:
```
! RIJCOSX wB97M-V def2-TZVPD def2/J DEFGRID3
* xyz -1 1
C -0.75471 3.81331 -2.12830
C 0.50677 2.99847 -1.67580
C 1.60167 3.63339 -0.95714
C 2.73008 2.78815 -0.56063
C 2.80968 1.34614 -0.84545
C 4.09939 0.61856 -0.37231
C 3.95546 -0.03200 1.06755
C 4.70489 -0.38808 -1.45879
C 1.67973 0.68978 -1.55594
O 1.75727 -0.66204 -1.82274
C 0.55985 -1.38448 -1.48473
C 0.72699 -2.44041 -0.29031
N 0.19920 -1.94549 1.00108
C -1.26910 -1.80229 1.02632
C -1.69696 -0.55862 1.89670
C -2.48524 0.50226 1.24344
C -2.96480 1.68829 1.92983
C -2.62117 1.84787 3.34154
C -1.83800 0.80080 3.98779
C -1.37941 -0.41563 3.30958
C 2.27255 -2.80629 -0.01932
O 3.06087 -3.11005 -0.93466
O 2.65992 -2.82435 1.22587
Si -0.05007 -4.12982 -0.82615
C 0.10947 -5.37761 0.62810
C 0.94097 -4.93630 -2.27073
C -1.84762 -3.97279 -1.45629
C 0.58374 1.57436 -1.95656
H -0.91514 3.80016 -3.23302
H -1.64487 3.32683 -1.63036
H -0.71240 4.84969 -1.69326
H 1.64473 4.72002 -0.69582
H 3.58393 3.27044 -0.01936
H 4.88778 1.42102 -0.26170
H 2.89361 -0.32514 1.27796
H 4.19890 0.79348 1.80415
H 4.68021 -0.86286 1.23738
H 4.87603 -1.39129 -1.00069
H 4.09178 -0.42425 -2.39685
H 5.72408 -0.01947 -1.78872
H -0.33999 -0.74950 -1.28993
H 0.30415 -2.01069 -2.39436
H 0.56992 -1.01082 1.20329
H -1.73585 -2.69169 1.55105
H -1.76039 -1.64992 0.02930
H -2.71292 0.37654 0.16047
H -3.57049 2.43336 1.36068
H -2.98184 2.76730 3.85855
H -1.59672 0.96967 5.06827
H -0.79556 -1.21637 3.82698
H -0.22405 -4.95532 1.60743
H 1.21284 -5.61544 0.68363
H -0.39866 -6.33374 0.33790
H 1.11062 -4.11786 -3.02077
H 1.89152 -5.37420 -1.88516
H 0.31043 -5.71168 -2.78931
H -2.08310 -4.72817 -2.26021
H -2.55400 -4.16223 -0.59510
H -2.03352 -2.95252 -1.88377
H -0.25998 1.10368 -2.52490
C 0.52550 -5.30626 4.88454
O -0.51355 -5.43515 5.86660
P -1.89006 -6.10683 5.40734
O -1.95360 -6.48624 3.98894
O -2.99233 -5.07156 5.88622
C -3.04271 -3.82664 5.19848
O -2.09421 -7.29506 6.44298
C -1.27947 -8.44771 6.27857
H 0.24943 -4.55814 4.14085
H 1.43546 -4.98429 5.38845
H 0.71447 -6.26196 4.39586
H -2.93603 -3.96985 4.12129
H -2.24777 -3.17407 5.56435
H -4.00513 -3.35802 5.39615
H -0.24262 -8.21558 6.53202
H -1.33717 -8.81704 5.25296
H -1.64306 -9.22255 6.95166
C 0.35911 9.85744 -5.91810
O -0.16330 8.52895 -5.93546
P -0.87385 7.99076 -4.60310
O -0.86946 8.93364 -3.47416
O -0.16715 6.60055 -4.33602
C 1.19573 6.62788 -3.92492
O -2.30770 7.53009 -5.10436
C -3.25300 8.54839 -5.40323
H 1.23206 9.90839 -5.26596
H 0.65838 10.12160 -6.93187
H -0.39816 10.56535 -5.58005
H 1.36499 7.40616 -3.17793
H 1.83729 6.80124 -4.79118
H 1.44454 5.66219 -3.48679
H -2.95482 9.08628 -6.30621
H -3.34471 9.24587 -4.56850
H -4.21950 8.07798 -5.57508
*
```

---

ORCA calculation (ωB97M-V/def2-TZVPD) on 10 unconnected molecules or ions with the total composition C29H50NO37S9 at a distorted geometry.

lowest unoccupied orbital energy = -3.224 eV
HOMO energy = -10.8 eV
orbital gap = 0.277 Ha
total energy = -205630.385 eV

The geometry in ORCA input format:
```
! RIJCOSX wB97M-V def2-TZVPD def2/J DEFGRID3
* xyz 1 1
C 0.65600 0.23975 -2.17661
N 1.60096 -0.54306 -1.75282
C 2.11484 -1.50616 -2.76727
C 1.83635 -0.68056 -4.09669
C 0.37208 -0.21122 -3.68850
C -0.36626 0.88406 -4.54066
O -1.50475 0.40788 -5.27029
C -2.42205 -0.24076 -4.43195
C -3.30440 0.41527 -3.46351
C -4.23768 -0.45750 -2.62643
C -4.26853 -1.93066 -2.74922
C -3.35674 -2.57330 -3.71727
C -2.48288 -1.72959 -4.53602
H 0.13315 1.03775 -1.58103
H 1.98371 -0.52094 -0.80080
H 1.74656 -2.57810 -2.73872
H 3.23513 -1.46568 -2.68999
H 2.58657 0.08140 -4.41960
H 1.66268 -1.45037 -4.90588
H -0.13823 -1.20564 -3.50426
H 0.36085 1.28266 -5.31327
H -0.69655 1.78212 -3.92954
H -3.26767 1.54663 -3.33628
H -4.94273 -0.03120 -1.85896
H -4.92230 -2.58498 -2.12499
H -3.29304 -3.67684 -3.86029
H -1.78306 -2.22633 -5.26537
C -5.63080 4.35906 0.87398
C -5.26794 2.89297 0.99638
O -5.69342 2.30905 -0.23713
S -5.53730 3.39461 -1.42644
O -4.30823 3.13291 -2.09170
O -6.77698 3.50032 -2.10631
O -5.36016 4.69711 -0.48793
H -6.69529 4.52080 1.06008
H -5.04696 4.98651 1.54595
H -5.75955 2.41267 1.84036
H -4.18622 2.75629 1.08088
C 3.32295 2.33752 1.72738
C 2.86714 2.66613 3.13472
O 1.52711 2.16343 3.21440
S 1.39585 0.85396 2.28855
O 1.54147 -0.29713 3.11021
O 0.29182 1.03432 1.40176
O 2.76327 1.04632 1.44568
H 2.91821 3.04922 1.00374
H 4.40786 2.31095 1.63940
H 2.88896 3.73903 3.34204
H 3.47040 2.13895 3.87973
C 0.75575 6.39597 7.06647
C 1.11854 4.93161 7.19893
O 0.74397 4.34353 5.94734
S 0.93823 5.43584 4.77549
O 2.20149 5.20204 4.14901
O -0.27256 5.52820 4.04017
O 1.07857 6.73899 5.71481
H -0.31589 6.55438 7.21126
H 1.31074 7.02198 7.76346
H 0.59695 4.44689 8.02243
H 2.19441 4.80259 7.32534
C -1.28599 4.53720 -1.60821
C -1.10611 5.43900 -2.81450
O -1.21920 6.76532 -2.30096
S -0.64267 6.80046 -0.78884
O 0.70099 7.26422 -0.83208
O -1.62836 7.37815 0.05318
O -0.61604 5.20299 -0.53663
H -2.34020 4.43815 -1.34162
H -0.85932 3.54679 -1.76665
H -1.85492 5.25832 -3.58426
H -0.10669 5.32750 -3.24669
C 3.05691 4.13022 -4.47522
C 4.39316 3.83917 -5.13125
O 5.22224 3.34750 -4.07346
S 4.31194 2.54508 -3.01345
O 4.40168 1.15002 -3.31062
O 4.55723 3.07219 -1.71778
O 2.87093 3.07535 -3.52351
H 3.07970 5.07842 -3.93259
H 2.23866 4.14465 -5.19411
H 4.83440 4.72363 -5.58663
H 4.30202 3.05088 -5.88340
C 1.63485 -6.57249 -3.05443
C 1.95480 -6.84769 -4.50899
O 0.95801 -6.12824 -5.24447
S 0.55660 -4.79763 -4.42923
O 1.29783 -3.70083 -4.96558
O -0.85554 -4.77084 -4.28014
O 1.21714 -5.20122 -3.01439
H 0.80605 -7.19064 -2.70823
H 2.49584 -6.72746 -2.40661
H 1.92095 -7.90866 -4.74861
H 2.93373 -6.44502 -4.78309
C -0.22404 -7.95701 1.59048
C 0.13044 -9.42666 1.71642
O -0.25880 -10.00636 0.46942
S -0.06816 -8.91553 -0.70536
O 1.18967 -9.15583 -1.34101
O -1.28764 -8.81065 -1.42269
O 0.08751 -7.61238 0.23831
H -1.29283 -7.79285 1.74620
H 0.34190 -7.33493 2.28257
H -0.38661 -9.90996 2.54344
H 1.20891 -9.56542 1.83177
C -5.95522 -6.64934 -0.01705
C -5.76669 -7.02803 -1.47504
O -4.39859 -6.72422 -1.76022
S -3.51319 -6.96073 -0.42929
O -2.91291 -8.25010 -0.51109
O -2.75917 -5.78019 -0.17478
O -4.73980 -7.03141 0.62887
H -6.07810 -5.56912 0.09836
H -6.80389 -7.16007 0.43576
H -6.42958 -6.47392 -2.13741
H -5.91397 -8.10032 -1.62814
C 4.87427 2.37528 8.50431
C 5.93152 2.77644 9.51557
O 5.57640 4.10365 9.91064
S 3.97038 4.25946 9.86382
O 3.46254 4.06726 11.17583
O 3.65257 5.40285 9.07139
O 3.65322 2.92945 9.00023
H 5.07602 2.81670 7.52470
H 4.78863 1.29432 8.40311
H 6.93629 2.75531 9.09745
H 5.89388 2.13819 10.40225
*
```

---

ORCA calculation (ωB97M-V/def2-TZVPD) on a molecular structure, C29H51AsN7O5Ru at a distorted geometry.

lowest unoccupied orbital energy (alpha / beta) = -2.529 / -5.783 eV
HOMO energy (alpha / beta) = -9.4 / -9.4 eV
orbital gap (alpha / beta) = 0.254 / 0.134 Ha
total energy = -114977.904 eV
expectation value of S² = 6.0300

The geometry in ORCA input format:
```
! RIJCOSX wB97M-V def2-TZVPD def2/J DEFGRID3
* xyz 1 5
Ru 0.10541 -0.42577 -0.19379
O 5.51421 1.29082 3.74821
C 5.85800 1.81525 2.69835
O 6.79085 2.48394 2.25655
C 4.76117 1.47186 1.56413
C 4.76491 2.15308 0.32852
C 3.67085 1.94131 -0.55577
N 2.59132 1.20053 -0.23409
C 2.69960 0.48583 0.94821
C 3.68748 0.59832 1.85746
C 1.47798 -0.28840 1.27902
O 1.23640 -0.84501 2.33762
O -0.75032 1.28216 0.59255
H 5.55038 2.83459 0.06074
H 3.65785 2.42931 -1.52141
H 3.59118 0.08557 2.80011
C 2.22469 -3.15443 0.46446
N 1.08974 -3.72127 1.13740
C 1.35121 -4.78281 2.09563
C -0.00430 -5.07176 2.71350
N -0.89145 -4.14805 2.00953
C -2.18197 -3.92884 2.62670
C -0.20901 -3.31165 1.19763
N -0.71291 -2.34294 0.42350
C -2.16465 -2.31095 0.20589
C -2.50912 -1.64231 -1.14736
N -1.69372 -0.38638 -1.28818
C -1.98002 0.59695 -2.14315
N -1.07305 1.24134 -2.91608
C 0.39464 1.14704 -2.83303
C -1.71114 2.23021 -3.76014
C -3.17132 2.12779 -3.40072
N -3.21947 1.05777 -2.45452
C -4.47599 0.74813 -1.86702
H 2.79107 -4.02690 0.07818
H 2.81331 -2.59205 1.19147
H 1.91586 -2.52299 -0.37288
H 2.06445 -4.38074 2.84806
H 1.80070 -5.62049 1.53691
H 0.06956 -4.81761 3.80001
H -0.30021 -6.11361 2.58953
H -2.16908 -4.50635 3.57556
H -3.01889 -4.29543 2.03783
H -2.28012 -2.87190 2.88498
H -2.63457 -1.65089 0.94677
H -2.67262 -3.29908 0.24097
H -3.58780 -1.42945 -1.18318
H -2.20679 -2.33429 -1.95107
H 0.83630 1.77964 -3.63952
H 0.77063 0.12897 -2.88618
H 0.71164 1.52918 -1.84174
H -1.53645 1.99064 -4.82615
H -1.28981 3.23380 -3.54594
H -3.84916 1.87595 -4.23160
H -3.49009 3.07910 -2.92365
H -5.07693 1.66391 -1.82073
H -4.33148 0.37317 -0.84071
H -5.02256 -0.00468 -2.44207
C 0.36920 3.52857 4.41151
C 0.29993 2.30955 3.49136
As -0.74718 2.59995 1.84314
C -0.00312 4.31805 1.29279
C -0.09249 4.53705 -0.22604
C -2.58906 2.80966 2.41907
C -3.52340 3.25958 1.31538
H 0.50854 3.20257 5.46355
H -0.56497 4.12751 4.40614
H 1.19572 4.18826 4.16150
H -0.21837 1.45781 3.96559
H 1.27082 1.93110 3.21272
H 1.02534 4.20878 1.62258
H -0.45866 5.10479 1.86195
H 0.28540 3.63180 -0.72395
H 0.51915 5.39071 -0.52915
H -1.12216 4.70831 -0.57309
H -2.59431 3.52590 3.26982
H -2.83858 1.81536 2.80547
H -3.33646 4.33243 1.11775
H -4.55609 3.15559 1.64894
H -3.42396 2.73615 0.37172
C 2.23948 -1.75846 -3.78111
C 1.10467 -2.27171 -2.84231
C 1.39315 -3.74466 -2.45478
C -0.21873 -2.15893 -3.63277
O 1.14385 -1.41481 -1.56675
H 2.49306 -2.48740 -4.54132
H 3.13339 -1.54366 -3.16951
H 1.93656 -0.83219 -4.26832
H 1.16496 -4.40730 -3.26494
H 0.83302 -4.03666 -1.56745
H 2.46134 -3.90029 -2.17028
H -0.08723 -2.44880 -4.68465
H -0.60663 -1.12910 -3.74715
H -0.97259 -2.79467 -3.19274
*
```

---

total energy of number 1 (C29H50IO13S4)? -108936.870 eV